# C5H9NS

A 2-piece molecular cluster, C5H9NS overall in a non-equilibrium geometry (ωB97M-V/def2-TZVPD, OMol25).

Its LUMO energy is 0.41 eV. As for the orbital gap: 8.77 eV. The calculation puts the HOMO energy at -8.3636 eV. The value obtained for the energy relative to the best compared isomer or geometry (same formula, charge and spin) is 203.1 kcal/mol.

The geometry in ORCA input format:
```
! RIJCOSX wB97M-V def2-TZVPD def2/J DEFGRID3
* xyz 0 1
H -2.24 1.24 -1.56
C -1.17 1.87 0.22
C 2.75 -0.81 -0.30
H 2.72 -1.91 -0.48
H -0.13 2.04 0.36
H -2.81 0.72 1.11
H 3.43 -0.53 0.54
C -1.90 0.57 0.60
S -0.80 -0.66 0.01
N -1.61 -2.00 -0.24
C -1.59 0.84 -0.77
H 1.55 -1.11 1.31
H -1.77 2.74 0.36
H -0.85 -2.63 -0.53
C 1.65 -0.26 0.62
H 2.76 -0.12 -1.25
*
```

Löwdin atomic charge list, values in e, 6 entries: 0.1256 -0.1414 -0.2338 0.0657 0.0679 0.1116



# C5H15N2

A 2-piece molecular cluster, C5H15N2 overall (ωB97M-V/def2-TZVPD, OMol25).

Its LUMO energy (spin up / spin down) is 0.32 / 0.21 eV. As for the orbital gap (spin up / spin down): 3.17 / 7.88 eV. The calculation puts the HOMO energy (spin up / spin down) at -2.8487 / -7.6636 eV. The value obtained for the energy relative to the best compared isomer or geometry (same formula, charge and spin) is 70.6 kcal/mol. Its expectation value of S² is 0.754.

The geometry in ORCA input format:
```
! RIJCOSX wB97M-V def2-TZVPD def2/J DEFGRID3
* xyz 0 2
C 1.40 0.49 -1.73
H 0.09 1.98 -0.92
H -1.04 -1.66 1.84
C -1.53 0.25 1.00
H -0.65 0.79 1.35
H 0.01 -0.94 -0.89
H -2.92 1.34 2.02
H 3.50 0.37 -1.34
C 1.08 1.55 -0.74
N 0.05 -1.42 0.07
H 0.89 -1.02 0.50
N -2.68 0.36 1.92
H -1.85 0.64 0.04
C 2.65 -0.07 -1.84
H 1.13 1.19 0.32
H 2.82 -0.94 -2.46
H 1.83 2.35 -0.77
H -2.41 0.05 2.84
C -1.19 -1.20 0.86
H -1.99 -1.75 0.36
H 0.62 0.06 -2.35
H 0.19 -2.41 -0.08
*
```

Löwdin atomic charge list, values in e, 6 entries: -0.4193 0.0583 0.1191 -0.2888 0.0894 0.0918



# C10H17P

One molecule with the formula C10H17P in a non-equilibrium geometry (ωB97M-V/def2-TZVPD, OMol25).

Its LUMO energy is 0.77 eV. As for the orbital gap: 7.72 eV. The calculation puts the HOMO energy at -6.9441 eV. As for the SMILES: Cc1cp(C(C)(C)C)cc1C. The value obtained for the energy relative to the best compared isomer or geometry (same formula, charge and spin) is 33.0 kcal/mol.

The geometry in ORCA input format:
```
! RIJCOSX wB97M-V def2-TZVPD def2/J DEFGRID3
* xyz 0 1
H -1.61 -3.51 -2.19
H -3.81 -1.41 0.23
C -1.91 -0.87 -0.72
H 1.21 0.76 3.02
C -0.81 -1.89 -1.03
H 1.25 3.41 1.40
H -1.28 -3.89 -0.48
H -4.05 -0.45 -1.20
H -0.42 2.54 1.59
H -3.53 -2.12 -1.44
C -3.38 -1.20 -0.77
C 0.58 2.73 1.00
H 2.87 0.88 -0.82
H 0.11 -3.80 -1.64
C 1.90 0.95 2.19
H 2.49 -0.01 1.99
H 1.45 -1.76 -0.86
C -1.43 0.29 -0.21
C -0.92 -3.36 -1.40
H 0.28 3.28 0.13
H 2.55 1.74 2.66
H 3.45 2.15 0.23
H 2.28 2.36 -1.20
C 2.53 1.82 -0.35
C 1.36 1.45 0.70
C 0.44 -1.43 -0.75
H -1.85 1.24 -0.06
P 0.25 0.10 0.00
*
```

Löwdin atomic charge list, values in e, 6 entries: 0.0478 0.0792 -0.3319 0.0622 -0.3365 0.0502



# C33H28N5O6STeW

C33H28N5O6STeW as an isolated structure in a non-equilibrium geometry (ωB97M-V/def2-TZVPD, OMol25).

Its LUMO energy (spin up / spin down) is -5.04 / -5.05 eV. As for the orbital gap (spin up / spin down): 5.30 / 5.29 eV. The calculation puts the HOMO energy (spin up / spin down) at -10.3417 / -10.3421 eV. The value obtained for the energy relative to the best compared isomer or geometry (same formula, charge and spin) is 30.9 kcal/mol.

The geometry in ORCA input format:
```
! RIJCOSX wB97M-V def2-TZVPD def2/J DEFGRID3
* xyz 1 1
N -0.81 -0.14 2.00
C -3.69 -1.43 0.41
C 3.82 -0.45 -0.78
H -4.65 1.17 4.21
H 2.98 0.39 7.69
O -2.11 -0.75 -4.09
C -2.17 -1.63 3.36
H 3.36 -0.71 -2.87
O -0.75 1.91 0.55
C 1.06 -0.32 -0.38
H 2.08 -2.25 3.61
S -3.70 0.18 -0.19
H 1.26 1.91 7.17
C 0.86 1.37 6.32
N -4.19 4.15 -3.81
C 1.61 -0.48 -1.68
H -1.45 -2.40 3.14
H -3.46 1.71 -4.53
C -3.27 -1.92 4.15
H -5.01 -2.58 1.66
C 3.34 -0.29 0.51
C -2.84 0.69 3.18
H -0.32 1.39 -1.68
C 1.74 0.20 5.96
H -0.45 0.05 4.47
C 1.52 -0.54 4.80
H -0.16 1.05 6.59
H 0.76 2.07 5.48
C 3.61 -1.25 6.46
C -5.66 -0.49 1.23
C -1.39 1.72 -1.81
C -1.72 2.96 -1.28
C -2.05 1.25 -2.92
C -4.19 -0.91 4.43
C -2.60 2.14 2.85
H 4.89 -0.48 -0.93
H 5.32 -0.09 1.31
H 0.95 -0.56 -2.53
H -5.62 1.58 0.47
H 2.30 -0.05 2.69
C 3.37 -1.99 5.31
N 0.41 -0.16 3.99
H 4.44 -1.52 7.12
N 1.55 -0.12 2.03
H -6.62 -0.49 1.73
H -1.63 2.31 2.40
C -2.95 2.06 -3.64
H 4.11 0.76 2.25
O -4.60 3.76 -4.88
C -1.97 -0.34 2.85
C -2.63 3.76 -1.90
C 2.80 -0.18 6.78
H 4.23 -1.00 2.35
H -2.67 2.74 3.76
C -3.96 0.37 3.96
H 3.98 -2.84 5.07
O -1.31 -0.70 -2.07
C -5.18 0.60 0.60
O -4.46 5.20 -3.28
H -3.40 -2.92 4.55
C 2.96 -0.57 -1.88
N -1.85 -0.10 -3.11
C -4.80 -1.65 1.15
C 4.29 -0.15 1.67
C -3.19 3.28 -3.11
C 2.31 -1.64 4.49
C 1.95 -0.26 0.70
H -5.06 -1.12 5.04
Te -1.92 -2.51 0.13
C -1.12 3.13 0.08
H -3.37 2.53 2.16
W -0.96 0.08 -0.21
H -2.94 4.71 -1.48
O -1.01 4.14 0.69
C 0.33 -0.17 2.63
*
```

Löwdin atomic charge list, values in e, 6 entries: -0.0483 -0.9342 -0.0081 0.1252 0.1186 0.1574



# H8O4

A 4-piece molecular cluster, H8O4 overall in a non-equilibrium geometry (ωB97M-V/def2-TZVPD, OMol25).

Its LUMO energy is 0.42 eV. As for the orbital gap: 11.60 eV. The calculation puts the HOMO energy at -11.1744 eV. As for the SMILES: O.O.O.O. The value obtained for the energy relative to the best compared isomer or geometry (same formula, charge and spin) is 22.8 kcal/mol.

The geometry in ORCA input format:
```
! RIJCOSX wB97M-V def2-TZVPD def2/J DEFGRID3
* xyz 0 1
H 22.16 16.88 -10.04
H 25.16 14.54 -9.55
H 25.72 16.55 -8.99
O 25.45 13.70 -9.80
H 24.60 16.08 -7.90
H 23.24 15.24 -6.96
H 23.37 16.73 -6.28
H 25.10 13.71 -10.67
O 24.86 16.17 -8.84
O 23.73 15.85 -6.41
O 22.24 17.44 -9.29
H 23.11 17.22 -8.98
*
```

Löwdin atomic charge list, values in e, 6 entries: 0.0176 -0.0736 0.0723 -0.0198 0.0100 0.0661



# C3H7NO3

One molecule with the formula C3H7NO3 in a non-equilibrium geometry (ωB97M-V/def2-TZVPD, OMol25).

Its LUMO energy is 0.58 eV. As for the orbital gap: 10.50 eV. The calculation puts the HOMO energy at -9.9228 eV. As for the SMILES: O=C(O)NCCO. The value obtained for the energy relative to the best compared isomer or geometry (same formula, charge and spin) is 48.3 kcal/mol.

The geometry in ORCA input format:
```
! RIJCOSX wB97M-V def2-TZVPD def2/J DEFGRID3
* xyz 0 1
H 0.87 -1.69 -2.10
C 0.41 0.63 0.24
H -0.07 -1.33 1.06
H 0.22 0.87 2.90
H 0.48 1.50 0.79
H -1.28 1.25 -1.00
O 0.39 0.00 2.56
H -1.21 0.15 1.44
O 0.33 -1.54 -1.31
N -0.42 0.71 -0.96
H 1.40 0.29 0.02
O -0.58 -0.25 -3.09
C -0.31 -0.32 -1.84
C -0.23 -0.25 1.30
*
```

Löwdin atomic charge list, values in e, 6 entries: 0.1077 -0.1690 0.1331 0.0778 0.0937 0.1572